{"formula": "C20H18ClINO11SSc", "method": "ωB97M-V/def2-TZVPD", "species": ["Sc", "O", "C", "O", "C", "O", "C", "C", "O", "O", "H", "H", "H", "H", "H", "C", "C", "C", "C", "C", "C", "C", "S", "O", "O", "N", "C", "C", "O", "O", "H", "H", "H", "H", "H", "H", "H", "H", "H", "Cl", "C", "C", "C", "C", "O", "C", "C", "O", "C", "H", "H", "H", "H", "I"], "positions_angstrom": [[-1.589683, 0.894900, -0.383353], [-3.934997, -0.149363, 2.810815], [-3.675795, -0.645537, 1.628948], [-2.655719, -0.415070, 1.009734], [-4.752235, -1.563971, 1.079217], [-4.411016, -2.072644, -0.178940], [-4.577753, -1.214607, -1.319671], [-4.578121, 0.293045, -0.997444], [-5.604144, 0.753884, -0.499565], [-3.510311, 0.941004, -1.271445], [-3.210308, 0.518692, 3.066051], [-4.836697, -2.415303, 1.757728], [-5.692680, -1.008556, 1.084578], [-3.757735, -1.462363, -1.991066], [-5.538441, -1.444973, -1.790627], [5.898678, 4.084966, 1.109150], [4.797647, 3.057633, 1.029404], [3.780601, 3.172835, 0.085512], [2.777263, 2.218424, -0.006141], [2.785780, 1.131204, 0.856192], [3.788151, 0.999200, 1.802821], [4.784429, 1.962649, 1.889271], [1.466590, -0.108842, 0.690363], [1.782214, -1.020221, 1.860353], [1.469667, -3.171642, 0.265956], [0.162765, 0.788764, 0.923828], [0.044523, 1.470118, 2.208828], [-1.445374, 1.761758, 2.354607], [-2.044720, 1.508960, 3.417268], [-2.000931, 2.181241, 1.287580], [5.626762, 4.992998, 0.569946], [6.826016, 3.704906, 0.671657], [6.113934, 4.356851, 2.144839], [3.762125, 4.026994, -0.583348], [1.970166, 2.336679, -0.723081], [3.757408, 0.138868, 2.460651], [5.564156, 1.865334, 2.639469], [0.604636, 2.416062, 2.229863], [0.371355, 0.843893, 3.039430], [0.955503, -5.116274, -4.789007], [0.379019, -3.792436, -3.783456], [-0.220079, -2.692674, -4.376193], [-0.666248, -1.649800, -3.586858], [-0.550317, -1.678197, -2.181079], [-0.955625, -0.674847, -1.476582], [0.052364, -2.828036, -1.612380], [0.203729, -2.900162, -0.129071], [-0.698195, -2.720570, 0.644194], [0.534628, -3.854673, -2.412068], [-0.323372, -2.652833, -5.453434], [-1.110459, -0.766518, -4.028483], [1.609220, -2.656906, 1.106550], [1.027274, -4.703630, -1.955911], [-0.555626, 2.958791, -2.195581]], "atomic_forces_ev_per_a": [[-0.10, -0.17, -0.40], [-0.15, -0.20, -0.14], [-0.09, 0.02, 0.20], [0.06, -0.15, -0.11], [0.10, 0.00, -0.08], [-0.13, 0.03, 0.03], [0.10, -0.05, 0.12], [-0.09, 0.01, 0.03], [0.02, 0.05, -0.06], [0.26, 0.05, 0.19], [0.01, 0.16, 0.09], [0.01, -0.01, 0.00], [-0.02, 0.00, -0.01], [0.02, 0.01, 0.00], [-0.02, 0.00, -0.01], [-0.01, -0.02, 0.01], [0.01, 0.00, 0.00], [-0.01, -0.02, 0.00], [-0.01, 0.05, 0.02], [-0.07, 0.02, -0.03], [-0.03, -0.07, -0.02], [0.01, 0.01, 0.00], [0.16, 0.12, 0.12], [-0.01, -0.03, -0.11], [-0.01, 0.10, 0.00], [0.11, -0.14, 0.02], [-0.12, 0.00, 0.07], [0.06, 0.08, -0.22], [0.08, 0.06, 0.08], [-0.04, -0.12, -0.02], [0.00, 0.00, 0.00], [-0.01, 0.00, 0.00], [0.00, 0.00, -0.01], [0.00, 0.00, 0.01], [0.02, -0.02, 0.00], [0.02, 0.03, 0.01], [-0.01, 0.00, -0.01], [0.00, 0.01, -0.01], [0.03, -0.01, 0.01], [0.00, 0.00, 0.00], [0.03, -0.04, 0.07], [-0.03, 0.08, 0.00], [0.01, -0.06, -0.10], [0.00, -0.09, -0.11], [-0.10, 0.35, 0.34], [0.08, 0.02, 0.04], [0.00, -0.03, 0.03], [0.01, -0.01, 0.03], [-0.04, 0.00, -0.05], [-0.01, 0.01, 0.00], [0.00, 0.00, 0.00], [-0.07, -0.03, -0.06], [0.00, 0.00, 0.00], [-0.01, -0.01, 0.00]], "relative_energy_ev": 0.000, "multiplicity": 1, "e_homo_ev": -2.92, "charge": -2}



{"formula": "C31H47GdNO3P2S", "method": "ωB97M-V/def2-TZVPD", "species": ["Gd", "C", "C", "C", "C", "C", "C", "H", "H", "H", "C", "H", "H", "H", "C", "H", "H", "H", "C", "H", "H", "H", "C", "H", "H", "H", "C", "C", "C", "C", "C", "C", "C", "C", "H", "H", "H", "H", "H", "H", "H", "H", "H", "H", "H", "H", "P", "P", "C", "C", "H", "H", "H", "H", "C", "H", "H", "H", "C", "H", "H", "H", "C", "H", "H", "H", "C", "H", "H", "H", "O", "S", "O", "N", "C", "O", "C", "C", "C", "C", "C", "C", "H", "H", "H", "H"], "positions_angstrom": [[1.458168, 1.797230, -0.683888], [-1.482554, -1.657283, 2.614913], [-2.473932, -1.307622, 1.653626], [-1.848382, -3.488283, 1.268505], [-1.108683, -3.007762, 2.383218], [-2.691209, -2.436623, 0.820565], [-0.920396, -0.796761, 3.676942], [-1.373396, 0.200501, 3.668557], [0.166050, -0.670314, 3.549117], [-1.084558, -1.240333, 4.671012], [-0.136546, -3.793689, 3.163978], [0.555390, -3.133725, 3.701692], [0.456348, -4.441799, 2.505991], [-0.636885, -4.437970, 3.904847], [-1.724980, -4.824625, 0.666678], [-1.551535, -5.586466, 1.438510], [-0.877741, -4.863377, -0.038150], [-2.633505, -5.084327, 0.108508], [-3.590382, -2.501626, -0.346887], [-4.150154, -3.445210, -0.352016], [-3.015043, -2.451273, -1.283865], [-4.300091, -1.668234, -0.336133], [-3.156856, -0.007053, 1.508283], [-4.238772, -0.151370, 1.365394], [-2.787603, 0.555097, 0.633703], [-3.007599, 0.619089, 2.395839], [2.293818, 3.623588, 0.131549], [1.246323, 3.889386, 1.186360], [0.047816, 4.761180, 0.756870], [-1.091487, 3.931384, 0.152830], [-0.587629, 2.768936, -0.697052], [0.070165, 3.058149, -1.894150], [1.006040, 4.237663, -2.106261], [2.256350, 4.378936, -1.187402], [0.365536, 5.544858, 0.055666], [-1.679462, 4.614926, -0.480063], [-0.327064, 5.297773, 1.639951], [2.392785, 5.452442, -0.990004], [3.316433, 3.471732, 0.516915], [1.769171, 4.444242, 1.984421], [3.151178, 4.102984, -1.774416], [1.353877, 4.182804, -3.152321], [-0.175845, 2.491616, -2.805601], [0.443817, 5.184262, -2.056968], [-1.782893, 3.564991, 0.927037], [-1.160659, 1.829138, -0.599584], [0.578064, 2.616881, 2.585975], [-1.240473, -0.512114, -4.206186], [1.238426, 0.722775, -3.643177], [0.334937, 0.388772, -4.757393], [1.861412, -0.109878, -3.291736], [1.776916, 1.682146, -3.731461], [-0.004325, 1.287618, -5.302898], [0.817854, -0.349092, -5.423256], [-0.990722, -2.073501, -5.142038], [-1.763085, -2.778847, -4.806805], [-0.005737, -2.485645, -4.878544], [-1.079374, -1.899657, -6.222697], [-2.420688, 0.402256, -5.274393], [-1.968325, 0.632933, -6.246547], [-2.673456, 1.333493, -4.749090], [-3.333473, -0.194448, -5.388856], [2.107838, 2.429372, 3.555402], [1.829977, 2.242692, 4.601591], [2.734597, 3.328906, 3.488151], [2.651749, 1.562796, 3.148518], [-0.511480, 3.575952, 3.695798], [-1.529509, 3.169345, 3.575793], [-0.533764, 4.654093, 3.491518], [-0.188969, 3.400952, 4.731106], [1.713966, -2.264882, -2.606274], [1.010647, -2.176289, -1.348036], [-0.401242, -2.488899, -1.338120], [1.265489, -0.697310, -0.605282], [2.047966, -0.749721, 0.498335], [2.384654, 0.374055, 1.041071], [2.406989, -2.111919, 0.863767], [3.154693, -2.579532, 1.954037], [3.333664, -3.952512, 2.089329], [2.752435, -4.850488, 1.177457], [2.017413, -4.378342, 0.080500], [1.874466, -3.003805, -0.057859], [3.594908, -1.847970, 2.634575], [3.943412, -4.347811, 2.906795], [2.893328, -5.924487, 1.297935], [1.565401, -5.035069, -0.663715]], "atomic_forces_ev_per_a": [[4.07, -6.45, 0.99], [-1.69, 1.32, -1.24], [0.97, -0.52, 0.72], [1.90, 0.42, 2.46], [-1.16, -2.04, -2.49], [0.13, 1.07, 0.45], [0.07, 0.26, 0.34], [0.11, -0.18, 0.03], [-0.16, -0.03, 0.06], [0.09, 0.09, -0.18], [0.43, -0.30, 0.32], [-0.06, -0.20, 0.00], [-0.13, 0.09, 0.24], [0.18, 0.13, -0.10], [0.08, -0.64, -0.26], [-0.09, 0.06, -0.24], [-0.26, -0.06, 0.08], [0.25, -0.11, 0.10], [-0.30, 0.05, -0.16], [0.05, 0.17, -0.08], [-0.06, -0.03, 0.18], [0.06, -0.17, -0.09], [-0.34, 0.53, -0.12], [0.24, 0.22, 0.08], [-0.13, 0.01, 0.13], [-0.12, -0.04, -0.18], [1.01, -0.07, 0.46], [-0.33, 1.85, 2.66], [0.21, 0.09, 0.43], [0.44, 0.15, 0.50], [-3.46, 2.62, -2.75], [-3.59, 2.14, 0.00], [-0.67, 0.21, -0.90], [0.87, 0.75, 0.36], [-0.03, -0.22, 0.20], [0.05, -0.48, -0.04], [0.08, -0.11, -0.42], [-0.11, -0.14, -0.22], [-0.49, 0.32, -0.06], [0.01, 0.47, -0.50], [-0.26, -0.05, 0.26], [-0.13, 0.02, 0.41], [0.66, -0.57, 0.79], [-0.08, -0.39, 0.14], [0.43, -0.10, -0.18], [0.22, 0.21, -0.33], [0.36, -1.12, -1.95], [0.21, 0.01, 0.40], [1.47, -0.11, -0.55], [-0.64, 0.17, 0.01], [-0.38, 0.32, 0.24], [-0.23, -0.16, 0.19], [0.38, -0.43, 0.03], [-0.03, 0.52, 0.00], [-0.26, -0.03, 0.14], [0.24, 0.06, -0.23], [-0.32, 0.07, -0.11], [0.13, -0.17, 0.20], [0.05, 0.02, 0.06], [-0.32, -0.08, 0.06], [-0.05, -0.17, -0.27], [0.15, 0.21, -0.08], [0.24, -0.12, -0.07], [0.21, -0.02, -0.28], [-0.05, -0.21, 0.21], [-0.09, 0.35, 0.26], [-0.35, 0.39, -0.15], [0.35, 0.29, 0.11], [0.04, -0.24, 0.28], [-0.09, 0.10, -0.31], [-0.11, 0.13, 0.48], [-0.87, 0.66, 0.87], [1.14, 0.12, -0.09], [0.39, 0.18, -0.14], [-0.75, 1.89, -1.12], [-0.30, -1.56, -0.42], [0.49, -0.91, 0.74], [-0.20, 0.42, -0.51], [0.03, -0.33, -0.07], [0.04, 0.32, -0.26], [0.13, 0.24, 0.09], [0.24, -1.26, 0.36], [-0.13, -0.36, -0.08], [-0.29, 0.18, -0.26], [-0.02, 0.30, 0.04], [0.21, 0.01, 0.31]], "relative_energy_ev": 6.695, "multiplicity": 8, "e_homo_ev": [-8.73, -8.63], "charge": 1}



{"formula": "C4H9N", "method": "ωB97M-V/def2-TZVPD", "species": ["C", "C", "N", "C", "C", "H", "H", "H", "H", "H", "H", "H", "H", "H"], "positions_angstrom": [[0.302626, -1.303922, -1.272398], [-0.137988, 0.053858, -0.927191], [-0.730007, 0.067000, 0.376770], [0.162611, 0.169454, 1.575537], [-0.577276, 1.307738, 1.089491], [0.618394, -1.460760, -2.318241], [1.160850, -1.618969, -0.660322], [-0.452959, -2.135856, -1.149052], [0.676318, 0.746700, -1.032785], [-0.851510, 0.428888, -1.701553], [-0.045776, -0.264065, 2.527283], [1.218978, 0.087021, 1.263317], [0.067049, 2.105172, 0.576689], [-1.411310, 1.817739, 1.652456]], "atomic_forces_ev_per_a": [[0.50, -3.13, -0.73], [-0.87, 0.36, -1.03], [-1.24, 0.39, 1.79], [1.64, -0.59, -1.61], [0.09, 3.45, -0.57], [0.02, 0.58, 0.27], [-0.17, 0.13, -0.05], [0.36, 1.22, 0.21], [0.92, 0.49, 0.25], [-0.01, -0.30, 0.84], [-0.58, -0.76, 0.14], [-0.38, 0.34, 0.54], [-0.98, -1.08, 0.59], [0.71, -1.11, -0.65]], "relative_energy_ev": 1.574, "multiplicity": 1, "e_homo_ev": -9.12, "smiles": "CCN1CC1"}



Which energy belongs to each record? In order, -3572.54540 -3335.88873 -212.49331 a.u..